Entry 1:
Computed, not measured: a 2-piece molecular cluster, C5H8BrNO2 overall in a non-equilibrium geometry, with ωB97M-V/def2-TZVPD.

The geometry in ORCA input format:
```
! RIJCOSX wB97M-V def2-TZVPD def2/J DEFGRID3
* xyz 0 1
C 0.557 0.059 1.944
C 0.938 -0.120 -1.622
C 0.640 -1.065 -0.511
C -0.277 0.806 -1.618
C -0.050 -0.125 0.425
N -0.547 0.894 -0.206
O 0.073 -0.420 2.917
O 1.436 0.746 1.552
Br -2.925 -0.549 2.649
H 1.759 0.519 -1.271
H 1.221 -0.477 -2.562
H -0.278 -1.601 -0.902
H 1.452 -1.678 -0.195
H 0.026 1.799 -1.873
H -1.161 0.645 -2.136
H -1.597 -0.902 3.157
H -1.268 1.470 0.250
*
```

Its energy above the lowest of the compared OMol25 structures with the same formula, charge and spin is 1.249 eV. The electronic energy is -2974.5185 Eh.

Here are the Mulliken charges for atoms 1 to 6, given in e:
1 C 0.53
2 C -0.67
3 C -0.54
4 C -0.63
5 C 0.17
6 N -0.05

---

Entry 2:
Computed, not measured: a 2-piece molecular cluster, C4H15N2O overall in a non-equilibrium geometry, with ωB97M-V/def2-TZVPD.

The geometry in ORCA input format:
```
! RIJCOSX wB97M-V def2-TZVPD def2/J DEFGRID3
* xyz 1 1
C -1.971 0.331 1.517
C -0.820 0.721 0.538
C -0.441 -0.486 -0.260
C 1.655 -1.793 -1.010
N 1.118 -0.671 -0.236
N -1.385 -0.294 2.718
H -2.678 -0.389 1.084
H -2.542 1.256 1.638
H -1.104 1.596 -0.053
H -0.167 1.152 1.317
H -0.590 -0.337 -1.320
H -0.844 -1.359 0.259
H 1.242 -2.719 -0.630
H 2.746 -1.785 -1.004
H 1.289 -1.715 -2.042
H 1.393 0.263 -0.550
H 1.434 -0.766 0.730
H -1.017 0.466 3.281
H -2.187 -0.674 3.210
H 1.804 1.974 -3.699
H 1.500 3.088 -2.684
O 1.562 2.140 -2.805
*
```

Its energy above the lowest of the compared OMol25 structures with the same formula, charge and spin is 1.392 eV. The electronic energy is -345.8946 Eh.

Here are the Mulliken charges for atoms 1 to 6, given in e:
1 C -0.96
2 C -0.55
3 C -0.69
4 C -0.83
5 N -0.23
6 N -0.56

---

Entry 3:
Computed, not measured: a 2-piece molecular cluster, C6H11N3O overall in a non-equilibrium geometry, with ωB97M-V/def2-TZVPD.

The geometry in ORCA input format:
```
! RIJCOSX wB97M-V def2-TZVPD def2/J DEFGRID3
* xyz 0 1
C 2.759 -0.293 -1.445
C 1.297 -0.671 -1.611
C -0.676 -0.576 -2.363
C 0.546 -1.363 -0.694
N 0.571 -0.220 -2.658
N -0.754 -1.298 -1.240
H -1.521 -0.298 -2.968
H 2.844 0.309 -0.546
H 3.041 0.309 -2.304
H -1.568 -1.413 -0.651
H 0.599 -1.733 0.311
H 3.350 -1.205 -1.392
C -1.627 1.074 2.941
C -1.068 0.405 1.726
O -1.335 -0.777 1.549
N -0.445 1.187 0.817
H -0.156 0.828 -0.086
H -0.514 2.193 0.855
H -0.922 0.899 3.752
H -2.525 0.523 3.211
H -1.894 2.120 2.796
*
```

Its energy above the lowest of the compared OMol25 structures with the same formula, charge and spin is 0.311 eV. The electronic energy is -474.7547 Eh.

Here are the Mulliken charges for atoms 1 to 6, given in e:
1 C -1.11
2 C 1.03
3 C -0.28
4 C -0.97
5 N -0.64
6 N -0.04